[1]
DFT (wB97M-V/def2-TZVPD) results for a structure of composition C48H44Cl2N10O4PW in a non-equilibrium geometry.

```
! wB97M-V def2-TZVPD RIJCOSX def2/J DEFGRID3
* xyz -1 3
W -0.95 0.22 0.15
Cl -7.87 -0.44 -0.72
C -6.18 -0.80 -0.63
C -5.28 0.25 -0.60
C -3.92 -0.01 -0.49
N -2.88 0.90 -0.52
C -3.08 2.19 -0.97
O -4.16 2.80 -1.03
C -1.84 2.72 -1.49
C -1.78 3.88 -2.27
C -0.64 4.21 -2.96
C 0.46 3.33 -2.85
C 0.38 2.24 -2.02
N -0.72 1.89 -1.31
C -3.46 -1.36 -0.42
C -4.39 -2.40 -0.48
C -5.74 -2.11 -0.58
Cl -6.86 -3.42 -0.64
N -2.10 -1.48 -0.22
C -1.53 -2.75 -0.04
O -1.92 -3.80 -0.58
C -0.47 -2.69 0.93
C -0.01 -3.85 1.60
C 0.92 -3.75 2.59
C 1.40 -2.46 2.93
C 0.87 -1.37 2.28
N -0.04 -1.42 1.31
H -5.62 1.27 -0.66
H -2.68 4.48 -2.32
H -0.60 5.09 -3.58
H 1.37 3.52 -3.40
H 1.24 1.58 -1.91
H -4.05 -3.42 -0.44
H -0.44 -4.79 1.29
H 1.27 -4.62 3.12
H 2.15 -2.34 3.70
H 1.18 -0.36 2.55
N -1.19 3.64 1.47
C 0.02 4.11 0.80
C 0.68 5.25 1.62
C 0.95 4.86 3.08
C 2.41 4.50 3.39
N 3.00 3.53 2.50
C 2.85 2.20 2.58
N 2.41 1.61 3.71
N 3.40 1.47 1.58
C 1.05 2.99 0.54
O 2.13 3.33 0.03
O 0.79 1.81 0.92
H -1.23 2.61 1.47
H -2.02 3.97 1.00
H -0.20 4.54 -0.19
H 0.00 6.10 1.60
H 1.60 5.54 1.12
H 0.30 4.03 3.33
H 0.68 5.69 3.74
H 2.51 4.14 4.41
H 3.03 5.40 3.29
H 3.10 3.85 1.53
H 1.64 2.05 4.21
H 2.31 0.61 3.66
H 3.31 1.95 0.67
H 3.10 0.51 1.52
N 0.67 -0.45 -0.91
P 0.89 -1.65 -1.85
C -0.45 -1.98 -3.08
C -0.35 -2.99 -4.03
C -1.39 -3.21 -4.91
C -2.52 -2.40 -4.88
C -2.59 -1.35 -3.98
C -1.55 -1.14 -3.09
C 1.37 -3.31 -1.18
C 0.77 -4.53 -1.50
C 1.25 -5.70 -0.95
C 2.34 -5.70 -0.10
C 2.93 -4.49 0.24
C 2.43 -3.31 -0.28
C 2.29 -1.26 -3.00
C 2.03 -0.33 -4.00
C 3.06 0.18 -4.77
C 4.37 -0.20 -4.52
C 4.64 -1.12 -3.52
C 3.60 -1.64 -2.76
H 0.54 -3.60 -4.08
H -1.33 -4.02 -5.62
H -3.33 -2.59 -5.56
H -3.45 -0.70 -3.96
H -1.58 -0.30 -2.39
H -0.11 -4.56 -2.13
H 0.77 -6.64 -1.19
H 2.72 -6.62 0.31
H 3.76 -4.46 0.93
H 2.86 -2.36 0.02
H 1.01 -0.02 -4.18
H 2.84 0.89 -5.55
H 5.18 0.22 -5.10
H 5.65 -1.43 -3.32
H 3.82 -2.36 -1.99
N -1.56 0.68 1.84
C -1.33 0.54 3.14
C -1.48 -0.73 3.77
C -1.08 -0.94 5.07
C -0.56 0.10 5.84
C -0.50 1.37 5.29
C -0.89 1.59 3.98
H -1.89 -1.55 3.19
H -1.15 -1.93 5.50
H -0.25 -0.06 6.86
H -0.16 2.21 5.90
H -0.89 2.59 3.58
*
```

Values from the calculation:
Frontier orbital gap (alpha / beta) in eV: 4.0 / 5.9
<S²>: 2.0223
ΔE to the lowest compared entry with this formula, charge and spin in kcal/mol: 32.6
HOMO (alpha / beta) in eV: -2.29 / -4.20

These are the Mulliken partial charges, in e, on atoms 1 to 4: 0.5905, -0.2564, 0.2152, -1.0001


[2]
DFT (wB97M-V/def2-TZVPD) results for a structure of composition C48H45BrCoF4N3O2P3SSbSe4 in a non-equilibrium geometry.

```
! wB97M-V def2-TZVPD RIJCOSX def2/J DEFGRID3
* xyz -1 2
Co 0.45 -0.73 1.16
C 4.61 -1.11 4.49
O 3.75 -1.80 3.59
C 2.76 -1.16 2.97
O 2.09 -1.74 2.14
N 2.61 0.17 3.23
N 1.56 0.81 2.56
H 5.39 -1.81 4.73
H 4.08 -0.82 5.40
H 5.04 -0.23 4.01
H 2.89 0.53 4.12
H 1.87 1.68 2.16
H 0.76 0.99 3.17
C -0.07 -3.73 -5.81
S 1.47 -2.77 -5.92
C 2.36 -3.44 -4.47
C 1.63 -3.21 -3.14
C 1.30 -1.74 -2.93
N 0.91 -1.36 -1.57
P -0.35 -1.96 -0.54
C -0.26 -3.79 -0.60
C 0.52 -4.41 0.36
C 0.62 -5.80 0.41
C -0.06 -6.57 -0.52
C -0.87 -5.95 -1.47
C -0.99 -4.57 -1.50
C -1.97 -1.77 -1.34
C -3.04 -2.02 -0.49
C -4.33 -2.06 -0.98
C -4.56 -1.83 -2.34
C -3.50 -1.55 -3.18
C -2.20 -1.51 -2.69
P 1.74 -0.19 -0.63
C 2.06 1.32 -1.62
C 1.63 2.51 -1.04
C 1.95 3.73 -1.59
C 2.71 3.79 -2.75
C 3.14 2.61 -3.35
C 2.84 1.38 -2.78
C 3.46 -0.82 -0.54
C 4.55 0.05 -0.41
C 5.83 -0.45 -0.23
C 6.04 -1.82 -0.18
C 4.97 -2.69 -0.27
C 3.69 -2.19 -0.42
H -0.64 -3.49 -6.70
H -0.63 -3.44 -4.92
H 0.16 -4.79 -5.78
H 3.32 -2.92 -4.48
H 2.53 -4.50 -4.64
H 2.28 -3.56 -2.34
H 0.73 -3.82 -3.12
H 0.53 -1.44 -3.64
H 2.19 -1.16 -3.17
H 1.04 -3.80 1.10
H 1.21 -6.27 1.18
H 0.01 -7.65 -0.49
H -1.44 -6.55 -2.17
H -1.65 -4.11 -2.22
H -2.87 -2.20 0.57
H -5.15 -2.27 -0.31
H -5.57 -1.87 -2.73
H -3.67 -1.36 -4.23
H -1.39 -1.26 -3.36
H 1.02 2.45 -0.14
H 1.63 4.65 -1.11
H 2.97 4.74 -3.19
H 3.74 2.65 -4.24
H 3.24 0.49 -3.24
H 4.40 1.12 -0.44
H 6.66 0.24 -0.13
H 7.05 -2.20 -0.06
H 5.12 -3.76 -0.21
H 2.84 -2.86 -0.42
F -2.78 6.75 -2.97
C -2.53 5.85 -2.02
C -2.58 6.20 -0.68
F -2.88 7.46 -0.36
C -2.32 5.27 0.30
F -2.41 5.70 1.56
C -2.01 3.94 0.01
P -1.69 2.52 1.21
C -1.05 3.42 2.67
C -0.08 4.40 2.51
C 0.49 5.02 3.61
C 0.12 4.63 4.89
C -0.81 3.62 5.07
C -1.40 3.01 3.96
C -3.46 2.28 1.65
C -4.07 1.08 1.31
C -5.35 0.78 1.77
C -6.04 1.71 2.52
C -5.47 2.94 2.81
C -4.18 3.22 2.39
C -1.97 3.61 -1.35
Br -1.63 1.84 -1.92
C -2.22 4.54 -2.35
F -2.17 4.19 -3.64
H 0.22 4.70 1.51
H 1.21 5.82 3.47
H 0.57 5.11 5.75
H -1.10 3.29 6.06
H -2.13 2.22 4.11
H -3.54 0.36 0.71
H -5.77 -0.20 1.57
H -7.03 1.47 2.90
H -6.01 3.67 3.39
H -3.72 4.16 2.68
Se -1.07 -2.89 5.47
Sb -2.67 -1.64 4.12
Se -1.22 -0.28 2.45
Se -3.73 0.17 5.41
Se -4.29 -2.99 2.87
*
```

Values from the calculation:
Frontier orbital gap (alpha / beta) in eV: 4.4 / 4.9
<S²>: 1.0546
HOMO (alpha / beta) in eV: -3.34 / -3.35

These are the Mulliken partial charges, in e, on atoms 1 to 4: 1.5584, -0.8986, -0.4023, 0.0572